One molecule with the formula C4H7NO2 at a distorted geometry. Source: OMol25; level of theory: ωB97M-V/def2-TZVPD.

```
14
Properties=species:S:1:pos:R:3:forces:R:3
C -0.726058 -1.095637 -1.274302 -2.30 0.62 0.03
C -0.470086 -0.425845 -0.180953 2.37 0.63 1.80
C -1.387365 0.384891 0.688160 2.84 0.40 -0.44
C 1.169890 -0.362878 0.372061 -4.60 -3.63 -0.42
N 1.543060 0.938294 0.112758 2.51 2.39 -0.43
O 1.317834 1.819566 0.912326 -0.43 0.37 0.45
O 2.172401 1.104935 -0.923713 -0.27 0.36 -0.23
H 0.063613 -1.404104 -1.907214 0.30 -0.83 -0.63
H -1.834025 -1.137596 -1.523127 1.69 -0.18 -0.28
H -0.826615 1.345320 0.803198 -0.67 -0.70 0.72
H -2.298296 0.654992 0.283194 -1.94 0.11 -1.22
H -1.540285 -0.161889 1.580898 -0.09 -0.05 1.36
H 1.166187 -0.696789 1.465118 0.36 0.73 -1.72
H 1.649746 -0.963260 -0.408404 0.24 -0.22 1.02
```
Positions in Å, forces in eV/Å.

Computed properties:
spin multiplicity	1
ΔE to the lowest compared entry with this formula, charge and spin	5.239	eV
max |F|	0.1143	Eh/bohr
energy	-9842.0410	eV


One molecule with the formula C6H7N at a distorted geometry. Source: OMol25; level of theory: ωB97M-V/def2-TZVPD.

```
14
Properties=species:S:1:pos:R:3:forces:R:3
H -0.381267 -2.413938 -1.522516 -0.37 -0.72 -1.04
N -1.162641 -1.754021 -1.557877 1.02 0.56 1.52
C -0.808550 -1.079831 -0.538171 0.87 -0.62 -0.13
C 0.248671 -0.946973 0.569838 -0.52 -0.05 -0.16
C 1.406325 -0.034833 0.289110 -0.19 0.06 -0.29
C 1.013688 1.200315 -0.028308 0.05 -0.11 0.01
C -0.490499 1.372022 0.019386 -0.03 0.12 0.08
C -0.999696 -0.022558 0.394020 -0.45 0.68 0.37
H 0.316712 -1.653320 1.410265 -0.17 0.23 -0.55
H 2.438636 -0.374457 0.320967 -0.20 0.06 -0.03
H 1.676931 2.012279 -0.318404 -0.10 -0.18 0.09
H -0.900248 1.700041 -0.944644 0.08 -0.07 0.14
H -0.797237 2.117559 0.763945 0.10 -0.08 -0.11
H -1.827947 -0.121999 1.082051 -0.09 0.12 0.09
```
Positions in Å, forces in eV/Å.

Computed properties:
spin multiplicity	1
ΔE to the lowest compared entry with this formula, charge and spin	2.648	eV
max |F|	0.0372	Eh/bohr
energy	-7822.9998	eV


One molecule with the formula C6H7NO2S at a distorted geometry. Source: OMol25; level of theory: ωB97M-V/def2-TZVPD.

```
17
Properties=species:S:1:pos:R:3:forces:R:3
C -0.151649 -0.818316 2.265110 4.60 -0.63 2.87
C 0.198403 0.269379 1.605024 -0.42 -0.22 -0.77
C -0.831908 0.873283 0.630923 4.96 -0.47 -2.55
O -0.665094 2.176301 0.337137 0.26 1.19 0.10
N -0.464864 0.155204 -0.754151 -0.35 -0.16 0.54
S -1.458776 -0.905121 -1.638925 0.63 0.26 0.37
C -0.297225 -0.924716 -2.905908 -0.37 -1.80 -1.48
C 0.774694 -0.132454 -2.747048 -1.73 -0.68 1.60
C 0.618110 0.596487 -1.454529 -0.32 -0.57 -2.19
O 1.273709 1.585686 -1.170276 1.04 0.84 1.07
H 0.533049 -1.431741 3.048704 -1.19 1.79 -2.15
H -1.033348 -1.298176 2.190309 -3.30 -1.03 -0.36
H 1.247554 0.619360 1.522006 -0.97 0.13 0.35
H -1.805647 0.648981 0.758665 -3.23 -0.92 1.09
H 0.185336 2.196111 -0.223213 -0.51 0.53 0.76
H -0.495287 -1.695752 -3.715900 0.33 1.34 0.97
H 1.589795 -0.103512 -3.424719 0.59 0.39 -0.22
```
Positions in Å, forces in eV/Å.

Computed properties:
spin multiplicity	1
ΔE to the lowest compared entry with this formula, charge and spin	2.431	eV
max |F|	0.1088	Eh/bohr
energy	-22753.4719	eV


A 3-piece molecular cluster, C2H12N2O2 overall at a distorted geometry. Source: OMol25; level of theory: ωB97M-V/def2-TZVPD.

```
18
Properties=species:S:1:pos:R:3:forces:R:3
C -1.572994 1.762936 -0.836194 0.15 -0.93 0.20
N -0.282772 1.941096 -0.224825 1.21 -0.50 -0.06
C 0.029543 1.210599 1.040613 -0.95 0.67 0.31
N -0.744225 0.056396 1.409927 0.60 -0.10 -0.65
H -1.657094 2.314333 -1.770446 -0.09 0.46 0.19
H -2.415480 1.907184 -0.149423 -0.23 0.38 -0.22
H -1.634782 0.714250 -1.150025 -0.14 0.04 0.09
H 0.061431 2.881701 -0.083235 -0.61 0.10 -0.36
H 1.063671 0.866412 1.022010 0.14 0.27 -0.10
H -0.101610 1.986736 1.804062 0.30 -0.36 0.48
H -0.578291 -0.660283 0.706357 -0.36 -0.26 0.32
H -1.740333 0.157093 1.562738 0.02 0.21 -0.17
H 5.992610 -2.119152 -1.672305 -0.05 0.32 0.52
H 5.642933 -2.933863 -2.858127 -0.31 -0.32 -0.40
O 6.378101 -2.464601 -2.473258 0.32 0.01 -0.11
H -2.044110 -2.761832 1.106893 -0.33 0.08 0.17
H -3.442888 -2.371328 1.701256 0.31 -0.07 -0.01
O -2.953707 -2.487673 0.863974 0.02 0.02 -0.20
```
Positions in Å, forces in eV/Å.

Computed properties:
spin multiplicity	2
ΔE to the lowest compared entry with this formula, charge and spin	1.062	eV
max |F|	0.0255	Eh/bohr
energy	-9341.8127	eV
net charge	-1


A 2-piece molecular cluster, CHF3O2P overall at a distorted geometry. Source: OMol25; level of theory: ωB97M-V/def2-TZVPD.

```
8
Properties=species:S:1:pos:R:3:forces:R:3
C -1.566518 0.949405 -0.063811 -2.70 2.80 -1.23
O 0.648789 0.952252 1.585926 -0.46 -0.32 0.19
O 0.622398 2.025822 -0.763371 -0.88 -0.39 -0.03
F -4.028783 -1.121716 0.290219 0.72 0.54 -0.08
F -2.037586 0.969473 -1.280395 0.22 -0.65 1.63
F -2.185013 1.855871 0.658815 0.45 -1.66 -0.76
P 0.279592 0.910459 0.164773 2.61 -0.06 0.39
H 0.513162 -0.327741 -0.426548 0.05 -0.25 -0.11
```
Positions in Å, forces in eV/Å.

Computed properties:
spin multiplicity	1
ΔE to the lowest compared entry with this formula, charge and spin	5.465	eV
max |F|	0.0793	Eh/bohr
energy	-22588.8202	eV
net charge	-1


C29H48NOP3RhS as an isolated structure at a distorted geometry. Source: OMol25; level of theory: ωB97M-V/def2-TZVPD.

```
84
Properties=species:S:1:pos:R:3:forces:R:3
Rh 0.468924 0.544994 -0.656513 1.15 1.46 2.89
P 2.217845 1.176494 0.754694 1.83 0.97 1.44
P -0.286391 2.518307 -1.440191 -0.60 1.81 -0.82
P 1.914865 -0.003374 -2.248943 1.56 -0.95 -1.50
H 0.427488 -3.888674 0.812278 0.09 -0.11 0.04
C 1.434265 -4.209172 0.554493 1.30 0.31 0.60
C 2.537497 -3.715985 1.163629 -0.83 -0.66 -0.77
H 2.485192 -2.988892 1.973776 0.01 -0.14 -0.22
C 1.789772 1.576502 2.499387 -0.24 -0.11 -0.07
C 3.232726 2.646949 0.284980 -0.02 0.02 0.04
C 3.467885 -0.142895 1.015511 0.04 -0.15 0.05
C -2.082809 2.367608 -1.721210 -0.12 -0.13 0.09
C -0.078774 3.933892 -0.304581 -0.06 0.10 0.18
C 0.322473 3.149536 -3.049178 0.05 -0.08 0.17
C 2.498193 -1.708787 -1.930962 0.15 -0.10 -0.14
C 3.456538 0.933394 -2.579206 0.00 0.11 -0.05
C 1.146218 -0.103640 -3.906318 -0.24 0.14 -0.08
H 1.518085 -5.014009 -0.176936 -0.02 0.29 0.08
H 3.540566 -4.059957 0.876564 -0.50 0.08 0.22
H 1.330482 0.704339 2.983614 0.12 0.21 -0.12
H 1.084229 2.415283 2.541071 0.12 -0.13 0.04
H 2.698290 1.856959 3.052424 -0.22 -0.08 -0.24
H 2.664565 3.331043 -0.355509 0.16 -0.13 0.12
H 4.145079 2.342526 -0.240606 -0.25 0.08 0.12
H 3.527247 3.192306 1.192421 -0.06 -0.16 -0.24
H 2.997998 -1.133010 0.967169 0.12 0.24 0.00
H 3.913969 -0.022578 2.013996 -0.08 0.01 -0.31
H 4.275038 -0.092112 0.273012 -0.26 -0.02 0.16
H -2.284812 2.471345 -2.790905 -0.11 0.09 0.20
H -2.604620 3.148090 -1.160579 -0.08 -0.13 -0.21
H -2.411365 1.373464 -1.400458 -0.05 0.42 -0.04
H 0.482554 4.726571 -0.813210 -0.13 -0.11 0.23
H 0.450057 3.655937 0.613575 -0.13 0.10 -0.19
H -1.073712 4.311506 -0.042355 0.27 0.07 0.01
H 0.385730 4.237008 -2.981343 -0.01 -0.06 -0.18
H -0.398675 2.878471 -3.820869 0.18 0.05 -0.06
H 1.302609 2.747586 -3.305383 -0.05 0.14 -0.03
H 2.487278 -2.264576 -2.873413 0.16 0.01 0.11
H 1.857554 -2.224597 -1.210297 0.17 0.10 -0.12
H 3.517762 -1.692553 -1.533042 -0.17 -0.07 -0.08
H 3.804947 0.671200 -3.589012 -0.06 0.02 0.32
H 4.248815 0.666831 -1.867486 -0.29 0.09 -0.16
H 3.295563 2.017913 -2.545342 0.04 -0.27 -0.01
H 1.880772 0.179173 -4.666757 -0.16 -0.09 0.05
H 0.282621 0.562863 -3.972650 0.14 -0.07 -0.12
H 0.807201 -1.126720 -4.085786 0.12 0.20 0.02
C -1.685857 -1.394535 -2.476457 0.66 1.54 2.54
C -2.614793 -0.927151 -3.425022 -0.61 0.43 -1.51
C -2.533642 -1.399123 -4.729825 -0.81 0.93 0.79
C -1.687305 -2.468758 -5.039791 0.08 -0.04 -0.66
C -0.937012 -3.080206 -4.030146 0.49 -0.42 1.60
C -0.972268 -2.585402 -2.725609 0.79 -1.10 -1.11
O -1.423658 -0.596105 -1.401138 -2.26 -3.08 -3.05
H -0.287680 -0.765394 -0.913798 -1.30 -2.10 -0.79
H -3.311344 -0.144061 -3.129036 0.22 -0.07 -0.22
H -3.135452 -0.929924 -5.511058 0.08 -0.26 0.28
H -1.629158 -2.839506 -6.069558 -0.05 0.12 0.44
H -0.314475 -3.948602 -4.266829 -0.31 0.27 0.14
H -0.431766 -3.073629 -1.914498 0.01 0.17 -0.24
N -0.829483 0.542844 0.938166 0.65 0.91 -0.57
S -1.528447 -0.789328 1.578144 -0.39 -0.51 0.94
C -0.705612 -1.033068 3.156162 0.38 -0.20 0.47
C -0.967505 -0.210812 4.257188 -0.03 0.03 0.00
C -0.274225 -0.417996 5.453405 -0.22 0.15 -0.29
C 0.673943 -1.437155 5.543783 0.02 -0.09 -0.16
C 0.936119 -2.258342 4.443665 0.01 0.05 -0.17
C 0.257132 -2.054464 3.243047 -0.33 0.16 -0.40
C -3.125315 -0.167528 2.096216 -0.88 -0.01 0.25
C -3.825577 -0.837748 3.111308 0.28 0.12 -0.08
C -4.978531 -0.261356 3.643986 0.12 0.01 -0.29
C -5.449394 0.955048 3.135141 0.17 0.01 -0.13
C -4.801107 1.565241 2.055215 -0.03 -0.25 0.01
C -3.656506 0.981439 1.504376 0.32 0.08 0.23
H -0.960177 1.378716 1.512566 0.01 -0.25 0.19
H -1.727199 0.565518 4.176376 0.19 -0.11 0.17
H -0.492183 0.218416 6.313380 0.10 -0.22 -0.27
H 1.212225 -1.598584 6.475859 -0.15 0.03 -0.18
H 1.668793 -3.066195 4.512531 -0.25 0.28 0.02
H 0.456733 -2.675031 2.364187 -0.11 0.17 0.50
H -3.438220 -1.780875 3.493171 -0.14 0.22 0.11
H -5.498065 -0.760256 4.462249 0.12 0.14 -0.26
H -6.331329 1.422952 3.575678 0.27 -0.15 -0.15
H -5.179136 2.499318 1.635887 0.05 -0.34 0.13
H -3.150294 1.425089 0.647544 -0.20 0.05 0.29
```
Positions in Å, forces in eV/Å.

Computed properties:
spin multiplicity	5
ΔE to the lowest compared entry with this formula, charge and spin	1.643	eV
max |F|	0.0951	Eh/bohr
energy	-76069.1226	eV
net charge	+3


A 15-piece molecular cluster, C16H38BCl30NO2PS overall at a distorted geometry. Source: OMol25; level of theory: ωB97M-V/def2-TZVPD.

```
90
Properties=species:S:1:pos:R:3:forces:R:3
C -0.934832 0.022308 1.519140 -0.47 1.29 -0.10
B -2.358137 0.782790 1.082568 0.17 -5.71 1.64
O -3.578516 -0.047431 1.098006 2.68 2.47 -1.72
S -2.232682 2.590563 0.587291 0.98 1.00 -0.96
P -1.448555 3.782198 2.188904 1.84 2.27 4.66
N -0.679012 5.289093 1.612256 -1.12 -2.11 -0.99
O -2.831581 4.328245 3.138457 1.81 -1.00 -1.39
H -0.550390 -0.521049 0.548898 -0.55 1.10 1.76
H -1.085489 -0.800693 2.341501 0.30 1.69 -1.56
H -0.198185 0.894732 1.860404 -1.15 -2.27 -0.65
H -3.793867 -0.433127 0.198428 0.01 0.62 1.28
H -1.291570 2.592733 -0.492182 -0.69 -0.01 1.55
H 0.195091 5.440345 2.174722 -0.92 -0.50 -0.74
H -0.481542 5.270181 0.583231 -0.06 0.45 1.21
H -2.678801 3.979898 4.066253 -0.11 0.24 -1.54
C 1.795959 -1.512192 -1.452184 0.49 -0.01 -0.06
Cl 1.081884 -2.434916 -0.124137 0.18 -0.13 -0.02
Cl 0.560954 -0.602133 -2.330629 -0.04 0.08 -0.08
H 2.530642 -0.813326 -1.045143 -0.29 -0.14 -0.05
H 2.286650 -2.203167 -2.141949 -0.27 0.14 0.14
C -3.732670 -3.752869 -0.058780 -0.06 -0.31 0.32
Cl -5.142858 -2.901115 -0.699811 -0.01 0.08 0.09
Cl -2.306145 -3.467015 -1.062983 0.08 0.05 0.14
H -3.531822 -3.396259 0.954307 -0.03 0.01 -0.32
H -3.943810 -4.824769 -0.037561 0.04 0.31 -0.14
C -1.273603 -4.067638 -4.693923 -0.28 -0.18 0.24
Cl -0.944501 -2.536189 -5.513306 -0.10 0.14 0.09
Cl 0.059307 -5.207359 -4.916401 0.09 0.11 0.02
H -1.405451 -3.878526 -3.625883 0.14 -0.01 -0.34
H -2.186705 -4.503063 -5.107021 0.31 0.10 0.01
C 0.180350 -3.650134 -8.814204 -0.34 -0.17 0.24
Cl 0.509452 -2.118685 -9.633586 -0.13 0.08 0.01
Cl 1.513260 -4.789855 -9.036681 -0.02 -0.06 0.07
H 0.048502 -3.461022 -7.746163 0.18 -0.02 -0.34
H -0.732752 -4.085559 -9.227302 0.31 0.13 -0.02
C 1.715354 4.804624 -1.809626 0.42 0.19 0.06
Cl 0.667960 3.381669 -1.866165 -0.11 -0.38 -0.05
Cl 0.804001 6.247333 -1.347958 -0.17 -0.13 0.17
H 2.507422 4.634449 -1.076467 -0.26 0.02 -0.11
H 2.154732 4.962398 -2.797581 -0.36 -0.23 0.35
C -1.683799 -8.787213 -5.327338 0.40 -0.15 -0.12
Cl -2.731194 -10.210168 -5.383877 0.12 0.02 -0.02
Cl -2.595152 -7.344504 -4.865670 -0.15 0.00 0.03
H -0.891730 -8.957388 -4.594179 -0.31 0.06 -0.11
H -1.244421 -8.629439 -6.315292 -0.24 0.00 0.24
C -1.306282 0.316335 5.689673 -0.18 -0.43 0.40
Cl -0.977181 1.847785 4.870290 -0.13 0.14 -0.12
Cl 0.026627 -0.823385 5.467195 -0.58 -0.12 -0.10
H -1.438130 0.505448 6.757713 0.15 0.01 -0.29
H -2.219384 -0.119090 5.276575 0.28 0.16 0.00
C 2.870138 3.793299 3.643963 -0.02 -0.36 0.27
Cl 3.766996 3.147051 2.264455 -0.06 -0.07 0.02
Cl 2.495447 5.505479 3.413395 -0.15 0.16 0.03
H 1.936472 3.236453 3.753714 0.24 0.17 -0.10
H 3.475596 3.680019 4.546508 -0.11 0.09 -0.31
C 4.322856 8.064564 -2.433870 0.19 0.42 0.06
Cl 3.136605 7.092560 -3.313102 0.36 0.49 -0.49
Cl 5.282513 7.060767 -1.339997 -0.02 0.07 0.01
H 4.990416 8.546581 -3.152119 -0.17 -0.26 0.15
H 3.797695 8.824751 -1.850499 0.06 -0.31 -0.11
C -5.028134 3.366945 -2.363694 -0.67 0.12 -0.71
Cl -4.903871 2.163336 -3.652459 -0.04 0.02 0.03
Cl -3.913215 3.000675 -1.041608 -2.20 0.77 -2.03
H -4.785349 4.351140 -2.771455 0.03 -0.47 0.17
H -6.050062 3.369683 -1.976839 0.25 -0.08 -0.04
C 3.564286 0.621011 6.751400 0.01 -0.09 0.25
Cl 2.154098 1.472765 6.110369 0.10 0.34 0.17
Cl 4.990811 0.906866 5.747197 0.02 -0.04 0.04
H 3.765133 0.977621 7.764486 -0.05 0.04 -0.30
H 3.353145 -0.450889 6.772620 -0.04 0.71 -0.24
C 3.052453 -3.708300 6.840356 0.02 -0.48 -0.16
Cl 1.329969 -3.343132 6.997623 0.12 -0.09 -0.05
Cl 4.042709 -2.399697 7.497669 0.32 -0.64 0.20
H 3.272156 -4.629159 7.385888 -0.10 0.34 -0.06
H 3.293104 -3.839701 5.782613 -0.09 0.16 0.28
C 2.619824 -7.375792 9.034763 -0.09 -0.28 0.37
Cl 1.209636 -6.524038 8.393733 -0.01 -0.07 0.10
Cl 4.046348 -7.089937 8.030561 0.11 -0.10 0.06
H 2.820672 -7.019183 10.047850 -0.03 0.01 -0.33
H 2.408682 -8.447692 9.055983 0.07 0.31 -0.14
C 3.716338 -1.741745 -7.892008 -0.04 -0.09 -0.42
Cl 4.960320 -2.851028 -7.302911 -0.01 -0.02 -0.09
Cl 3.044579 -0.779338 -6.570033 -0.13 0.08 -0.01
H 4.159604 -1.070310 -8.631294 -0.05 -0.14 0.30
H 2.913250 -2.320907 -8.354199 0.25 0.13 0.25
C -6.032991 6.757574 -1.071001 -0.10 0.07 0.41
Cl -7.641794 6.335769 -1.670056 0.05 -0.02 0.11
Cl -4.838077 6.715191 -2.373113 0.18 0.36 0.04
H -6.063408 7.764852 -0.648721 0.01 -0.24 -0.24
H -5.742344 6.042039 -0.297997 -0.07 0.11 -0.26
```
Positions in Å, forces in eV/Å.

Computed properties:
spin multiplicity	1
max |F|	0.1155	Eh/bohr
energy	-419259.0065	eV
net charge	+1